This record from OMol25 describes a 2-piece molecular cluster, C9H16N3O overall at a distorted geometry. The level of theory is wB97M-V/def2-TZVPD.

## Properties
**Energy relative to the best compared isomer or geometry (same formula, charge and spin)**: 122.4 kJ/mol
**Orbital gap**: 10.04 eV
**Max |F|**: 0.02333 Eh/bohr
**Charge**: +1
**DFT total energy**: -591.80900 Ha
**Spin multiplicity**: 1
**LUMO**: -2.60 eV

Each line ends with the Löwdin charge.
Geometry (Å):
C 1.68 2.08 -1.26  -0.064
C 0.83 3.25 -0.74  -0.252
O -0.48 2.88 -0.38  -0.130
C -0.64 2.42 0.94  -0.204
C -1.09 0.94 0.95  -0.063
C 0.09 0.02 0.91  -0.214
C 1.22 0.09 1.64  -0.006
N 2.02 -0.95 1.22  0.120
C 1.40 -1.64 0.28  -0.059
N 0.23 -1.07 0.09  0.169
H 2.26 1.58 -0.48  0.054
H 2.42 2.46 -1.97  0.079
H 1.01 1.41 -1.80  0.081
H 0.74 3.94 -1.58  0.121
H 1.36 3.81 0.04  0.121
H 0.24 2.60 1.57  0.117
H -1.46 2.98 1.40  0.129
H -1.76 0.71 1.78  0.129
H -1.63 0.81 0.01  0.128
H 1.50 0.80 2.39  0.145
H 2.95 -1.15 1.56  0.182
H 1.79 -2.51 -0.22  0.164
H -0.46 -1.43 -0.59  0.087
C -2.53 -4.47 -0.83  -0.043
C -2.10 -3.16 -1.31  -0.218
N -1.76 -2.13 -1.69  0.144
H -3.34 -4.86 -1.45  0.098
H -1.71 -5.18 -0.86  0.092
H -2.89 -4.41 0.19  0.093